DFT (ωB97M-V with the def2-TZVPD basis set) results for a structure of composition C18H50AsCl8F6O18P4 at a distorted geometry.

Output
**Spin multiplicity**: 1
**Total charge**: -1
**Lowest unoccupied orbital energy**: 1.67 eV
**Electronic energy**: -9952.54405 Eh

Positions of all 105 atoms, in Å:
As 0.91234 1.50025 -1.16263
F 1.82742 2.61232 -0.14228
F -0.09444 0.98800 0.17790
F 0.07367 0.28228 -2.18281
F 1.82443 2.00182 -2.59495
F 2.15384 0.24312 -0.77351
F -0.40221 2.75583 -1.48553
C -3.29703 2.20503 -5.96405
O -3.92692 2.80100 -7.10825
P -5.33422 2.23608 -7.68963
O -5.17326 0.87814 -8.26862
O -6.38695 2.41242 -6.47267
C -6.92593 1.26525 -5.84370
O -5.67958 3.40339 -8.76788
C -5.46449 4.80990 -8.55443
H -3.54948 2.80145 -5.08733
H -2.21612 2.09221 -6.04779
H -3.67103 1.23283 -5.64306
H -7.26419 1.62593 -4.87231
H -6.24426 0.43233 -5.67143
H -7.85214 0.90288 -6.28970
H -4.80973 5.27358 -9.29225
H -4.99696 5.02909 -7.59449
H -6.36899 5.41697 -8.51615
C 0.68313 -3.80640 3.19967
O 0.93884 -5.10108 3.72848
P 0.61253 -5.39051 5.32989
O 1.28209 -4.46237 6.25416
O -1.02307 -5.49405 5.46887
C -1.67465 -4.51070 6.18408
O 1.14833 -6.93495 5.46745
C 0.56344 -7.69856 6.55256
H 1.59879 -3.57431 2.65580
H 0.65055 -3.06185 3.99509
H -0.18392 -3.73193 2.54334
H -1.39056 -4.49646 7.23632
H -2.74532 -4.68103 6.07116
H -1.56602 -3.46840 5.88423
H 1.36089 -8.29173 7.00013
H -0.13434 -8.47537 6.23988
H 0.08751 -7.19420 7.39353
C 5.32794 3.25682 3.68175
O 5.17777 4.10911 4.81118
P 4.86689 3.42747 6.27221
O 5.76355 2.30126 6.63830
O 3.30152 3.01414 6.15177
C 2.71659 1.79171 5.82051
O 4.74726 4.61410 7.37501
C 4.88226 4.29788 8.71980
H 6.36148 2.91061 3.68610
H 5.12420 3.89516 2.82203
H 4.67592 2.38337 3.69000
H 3.49216 1.02710 5.86454
H 2.47907 1.88345 4.76067
H 1.76673 1.54142 6.29299
H 5.75627 4.81576 9.11480
H 4.91318 3.23382 8.95413
H 3.99987 4.68990 9.22560
C 0.39918 -5.08897 -1.70787
O -0.67807 -5.76107 -1.00731
P -2.10246 -6.12601 -1.69876
O -2.01245 -6.82061 -3.00764
O -2.85914 -4.70152 -1.68974
C -3.15340 -3.99320 -2.87125
O -2.81309 -6.87963 -0.46606
C -3.05677 -6.11816 0.77321
H 0.41443 -3.99927 -1.72909
H 0.47230 -5.38355 -2.75476
H 1.33347 -5.38811 -1.23277
H -2.87288 -4.42833 -3.83046
H -2.59415 -3.05868 -2.82667
H -4.20212 -3.69788 -2.90397
H -2.70149 -6.70236 1.62208
H -4.13321 -5.96592 0.85199
H -2.74759 -5.07430 0.82684
C 8.51657 1.76533 -1.54481
C 6.95765 1.57456 -1.53710
O 6.72477 0.37056 -0.87015
O 8.91886 2.39614 -0.26545
H 8.74014 2.36230 -2.42897
H 9.11500 0.87060 -1.71638
H 6.58187 1.44977 -2.55264
H 6.43817 2.39128 -1.03590
H 5.78906 0.32276 -0.66096
H 9.17309 1.65649 0.29123
C 1.70564 -1.69498 -6.22338
Cl 3.11100 -2.03976 -5.16756
Cl 2.24815 -2.00875 -7.87814
H 0.90193 -2.36715 -5.92283
H 1.35507 -0.66680 -6.13363
C -4.31600 7.06647 -3.42239
Cl -6.10948 6.85483 -3.26747
Cl -3.60380 8.21535 -2.29252
H -3.83989 6.09213 -3.31238
H -4.19869 7.40909 -4.45047
C -5.01234 -0.56064 1.07187
Cl -5.18910 -1.71360 2.40277
Cl -6.35270 -0.77436 -0.12527
H -5.03706 0.47015 1.42541
H -4.14526 -0.85207 0.47915
C 0.48536 6.49156 1.77468
Cl 0.58769 8.21694 2.11582
Cl -0.38844 5.57264 2.97781
H -0.03531 6.22138 0.85598
H 1.49086 6.07409 1.82744

Mulliken atomic charge list, values in e, 99 entries: number 1, As, carries 2.116; number 2, F, carries -0.515; number 3, F, carries -0.488; number 4, F, carries -0.541; number 5, F, carries -0.495; number 6, F, carries -0.527; number 7, F, carries -0.557; number 8, C, carries -0.656; number 9, O, carries -0.287; number 10, P, carries 1.009; number 11, O, carries -0.690; number 12, O, carries -0.217; number 13, C, carries -0.688; number 14, O, carries -0.373; number 15, C, carries -0.611; number 16, H, carries 0.269; number 17, H, carries 0.307; number 18, H, carries 0.262; number 19, H, carries 0.270; number 20, H, carries 0.308; number 21, H, carries 0.278; number 22, H, carries 0.281; number 23, H, carries 0.247; number 24, H, carries 0.292; number 25, C, carries -0.673; number 26, O, carries -0.287; number 27, P, carries 0.919; number 28, O, carries -0.647; number 29, O, carries -0.176; number 30, C, carries -0.684; number 31, O, carries -0.372; number 32, C, carries -0.676; number 33, H, carries 0.264; number 34, H, carries 0.355; number 35, H, carries 0.222; number 36, H, carries 0.287; number 37, H, carries 0.275; number 38, H, carries 0.309; number 39, H, carries 0.300; number 40, H, carries 0.286; number 41, H, carries 0.298; number 42, C, carries -0.577; number 43, O, carries -0.303; number 44, P, carries 1.027; number 45, O, carries -0.666; number 46, O, carries -0.268; number 47, C, carries -0.679; number 48, O, carries -0.338; number 49, C, carries -0.682; number 50, H, carries 0.268; number 51, H, carries 0.223; number 52, H, carries 0.268; number 53, H, carries 0.345; number 54, H, carries 0.279; number 55, H, carries 0.255; number 56, H, carries 0.243; number 57, H, carries 0.333; number 58, H, carries 0.273; number 59, C, carries -0.785; number 60, O, carries -0.169; number 61, P, carries 0.931; number 62, O, carries -0.710; number 63, O, carries -0.169; number 64, C, carries -0.741; number 65, O, carries -0.416; number 66, C, carries -0.612; number 67, H, carries 0.356; number 68, H, carries 0.325; number 69, H, carries 0.261; number 70, H, carries 0.324; number 71, H, carries 0.286; number 72, H, carries 0.252; number 73, H, carries 0.297; number 74, H, carries 0.311; number 75, H, carries 0.261; number 76, C, carries -0.495; number 77, C, carries -0.205; number 78, O, carries -0.523; number 79, O, carries -0.527; number 80, H, carries 0.302; number 81, H, carries 0.291; number 82, H, carries 0.292; number 83, H, carries 0.263; number 84, H, carries 0.297; number 85, H, carries 0.303; number 86, C, carries -0.145; number 87, Cl, carries -0.145; number 88, Cl, carries -0.165; number 89, H, carries 0.219; number 90, H, carries 0.238; number 91, C, carries -0.133; number 92, Cl, carries -0.170; number 93, Cl, carries -0.143; number 94, H, carries 0.214; number 95, H, carries 0.233; number 96, C, carries -0.198; number 97, Cl, carries -0.148; number 98, Cl, carries -0.174; number 99, H, carries 0.300